No. 1
49
Properties=species:S:1:pos:R:3:mulliken_spin:R:1 method="wB97M-V/def2-TZVPD" e_lumo_ev="-3.6 / -5.1" multiplicity=5 homo_lumo_gap_ev="6.167 / 5.703" energy_ha=-6363.6803 e_above_lowest_kcal_mol=0.0 charge=+1
H 11.2257 9.7511 11.7083 0.02
O 12.8660 7.0251 11.4154 0.00
H 10.6874 17.8394 6.6712 0.00
C 7.6770 10.2943 7.0167 0.05
C 12.8755 12.6604 6.5814 0.00
H 7.6637 8.8833 10.1498 0.00
C 8.3252 15.0894 5.2954 0.03
H 12.5855 9.5806 10.5074 0.00
C 10.9300 8.1898 10.2281 -0.05
H 8.9905 18.3902 4.9025 0.00
C 6.3170 10.6206 6.9849 0.03
O 8.5112 8.9055 9.7077 0.02
H 14.9839 12.7376 6.3892 0.00
H 7.7074 14.3019 4.8808 0.00
C 11.4229 7.6928 8.8773 0.03
Se 10.7774 11.1638 9.7633 0.66
H 5.5673 9.8503 6.9708 0.00
C 9.3284 14.7579 6.2207 0.02
N 14.0731 13.2087 6.3345 0.00
H 8.0326 9.2618 6.9977 0.01
H 11.2127 6.6231 8.7833 0.00
Ru 10.6649 10.7841 7.5693 2.17
C 11.4580 7.0953 11.2425 0.03
H 6.7712 13.9926 6.9618 0.00
C 7.0131 12.9373 6.9825 0.03
N 10.6615 12.7441 6.8630 -0.09
H 12.4962 7.8486 8.7579 0.01
H 10.9995 6.1309 10.9715 0.00
C 8.2053 16.3960 4.8507 -0.01
N 8.6696 11.1860 7.1251 0.00
C 9.0751 17.3936 5.2993 0.02
H 10.9087 15.4903 7.4768 0.00
Se 10.6131 8.4202 7.2120 0.69
H 4.9872 12.3352 7.1458 0.00
H 9.1116 6.9868 10.1785 0.00
C 8.3622 12.5253 6.9438 -0.04
C 9.3739 8.0227 10.4439 -0.01
H 13.2108 6.1849 11.0874 0.00
C 10.0427 17.0682 6.2660 -0.01
H 7.4196 16.6428 4.1538 0.00
C 9.4865 13.3602 6.6664 0.16
C 10.1777 15.7700 6.7103 0.03
H 11.0501 7.3731 12.2268 0.00
H 14.0372 14.2270 6.1969 0.00
H 9.1773 8.1126 11.5289 0.00
S 12.7902 10.9262 6.8421 0.12
N 11.7921 13.4460 6.6151 -0.01
C 6.0009 11.9784 7.0602 0.02
C 11.4990 9.5320 10.6753 0.08



No. 2
48
Properties=species:S:1:pos:R:3:mulliken_spin:R:1 method="wB97M-V/def2-TZVPD" e_lumo_ev="-14.5 / -17.7" multiplicity=4 homo_lumo_gap_ev="5.979 / 2.794" energy_ha=-1597.4911 e_above_lowest_kcal_mol=58.0 charge=+4
H 5.9095 -3.5466 -0.4156 0.00
C -5.5076 -2.0751 -0.5107 0.00
C -1.4976 0.1972 -2.2492 0.02
C 5.7754 -3.7834 -1.4723 0.00
C -0.7130 1.3566 -2.2622 0.07
H -6.6587 -3.7524 -1.0537 0.00
C 0.6757 1.2550 -2.2249 0.01
H -0.6685 7.5979 -0.2982 0.00
H 0.9678 7.7625 0.3870 0.00
H -1.5276 -1.8894 -2.6875 0.00
H -1.1962 2.3468 -2.3112 0.00
N -4.7689 -1.2266 -0.8155 0.00
C 0.1356 5.8436 0.5218 0.00
C 0.7009 -1.6501 0.1680 0.02
H -5.9418 -3.8105 0.5915 0.00
C 0.1458 2.3420 4.0228 0.34
C 0.3025 7.1044 -0.1807 0.00
N 3.3836 -3.1407 -2.3300 0.00
H -7.3546 -2.7544 0.2672 0.00
N -0.0083 4.8434 1.1052 0.00
H -2.5841 0.2773 -2.2480 0.00
H -0.2226 0.8886 5.6728 0.00
H -1.9001 -0.9167 4.9505 0.00
C -1.6295 -0.8304 3.8950 0.00
H 0.7378 6.9477 -1.1806 0.00
Re 0.0943 -0.0008 -0.6275 1.45
C -0.9040 -1.0301 -2.4772 0.03
C 0.4715 -1.1288 -2.4814 0.03
C -0.9254 1.0973 2.4923 0.22
O 1.1483 -2.6355 0.6346 0.11
H -0.9728 -1.6637 3.6152 0.00
H 1.2959 2.1551 -2.2264 0.00
C -0.2986 1.2168 4.6480 0.31
C 1.2764 -0.0149 -2.2663 -0.01
N -0.2285 2.2487 2.6860 -0.03
H 0.7093 3.1724 4.3977 0.00
C 4.4444 -3.3814 -1.9040 0.00
S -1.6154 0.4781 1.0463 0.33
C 1.5467 0.6126 0.5662 -0.01
H -2.5273 -0.8661 3.2695 0.00
O 2.4458 0.8382 1.3108 0.09
N -0.9715 0.4607 3.6859 0.01
H 6.5102 -3.2625 -2.0694 0.00
H 5.8631 -4.8557 -1.6262 0.00
H -0.1069 2.9984 1.9973 0.01
C -6.4228 -3.1642 -0.1530 0.00
H 0.9631 -2.0648 -2.7092 0.00
H 2.3434 -0.1154 -2.3019 0.01